# 1
{
  "formula": "C23H24N2O4S2",
  "method": "ωB97M-V with the def2-TZVPD basis set",
  "e_above_lowest_ev": 0.348,
  "smiles": "COc1ccc2c(-c3ccccc3)cc(SCC(=O)N(C)[C@@H]3CCS(=O)(=O)C3)nc2c1",
  "multiplicity": 1,
  "total_charge": 0,
  "species": ["C", "H", "O", "C", "C", "C", "N", "C", "C", "C", "C", "C", "C", "H", "H", "C", "C", "C", "C", "C", "C", "H", "H", "H", "H", "H", "H", "S", "C", "H", "C", "O", "N", "C", "H", "H", "H", "C", "C", "H", "H", "S", "O", "O", "C", "C", "H", "H", "H", "H", "H", "H", "H", "H", "H"],
  "xyz": [[3.059, 1.251, -4.395], [2.468, 0.583, -5.029], [3.673, 0.549, -3.341], [2.885, -0.075, -2.432], [1.512, -0.115, -2.466], [0.805, -0.798, -1.461], [-0.542, -0.804, -1.534], [-1.219, -1.457, -0.628], [-0.640, -2.116, 0.465], [0.728, -2.065, 0.610], [1.499, -1.431, -0.398], [2.907, -1.393, -0.408], [3.580, -0.738, -1.394], [4.657, -0.700, -1.412], [3.452, -1.900, 0.374], [1.353, -2.589, 1.833], [2.136, -1.739, 2.612], [2.701, -2.201, 3.786], [2.497, -3.511, 4.189], [1.714, -4.357, 3.421], [1.137, -3.897, 2.251], [0.529, -4.555, 1.647], [1.551, -5.377, 3.736], [2.945, -3.872, 5.104], [3.304, -1.538, 4.388], [2.272, -0.715, 2.293], [-1.271, -2.592, 1.199], [-2.995, -1.416, -0.735], [-3.202, -0.149, -2.031], [-3.775, -0.611, -2.835], [-3.942, 1.117, -1.642], [-4.964, 1.410, -2.231], [-3.414, 1.939, -0.694], [-4.069, 3.215, -0.480], [-3.336, 4.022, -0.478], [-4.772, 3.367, -1.296], [-4.622, 3.221, 0.461], [-2.221, 1.661, 0.074], [-0.956, 2.324, -0.462], [-0.513, 1.789, -1.294], [-1.090, 3.375, -0.697], [0.182, 2.221, 0.967], [0.644, 3.539, 1.300], [1.180, 1.207, 0.763], [-1.042, 1.657, 2.201], [-2.343, 2.069, 1.553], [-2.459, 3.149, 1.644], [-3.203, 1.578, 2.010], [-0.843, 2.151, 3.145], [-0.933, 0.580, 2.296], [-2.056, 0.585, 0.068], [-2.181, 0.060, -2.367], [0.937, 0.355, -3.248], [3.873, 1.676, -4.980], [2.421, 2.057, -4.020]],
  "nbo_charge": [-0.25, 0.18, -0.48, 0.34, -0.35, 0.30, -0.54, 0.10, -0.31, 0.06, -0.14, -0.14, -0.25, 0.23, 0.23, 0.01, -0.23, -0.20, -0.21, -0.21, -0.21, 0.22, 0.22, 0.22, 0.22, 0.24, 0.23, 0.25, -0.65, 0.26, 0.68, -0.62, -0.44, -0.42, 0.19, 0.26, 0.20, -0.06, -0.67, 0.26, 0.25, 2.16, -0.94, -0.95, -0.65, -0.43, 0.22, 0.24, 0.26, 0.24, 0.25, 0.29, 0.23, 0.20, 0.18]
}

=====

# 2
{
  "formula": "C23H24N2O5",
  "method": "ωB97M-V with the def2-TZVPD basis set",
  "e_above_lowest_ev": 0.000,
  "smiles": "COc1cc2c(cc1NC(=O)CCCCCN1C(=O)CCC1=O)oc1ccccc12",
  "multiplicity": 1,
  "total_charge": 0,
  "species": ["C", "H", "H", "O", "C", "C", "C", "C", "C", "C", "N", "C", "O", "C", "H", "H", "C", "C", "C", "H", "C", "N", "C", "O", "C", "C", "C", "O", "H", "H", "H", "H", "H", "H", "H", "H", "H", "H", "H", "H", "H", "O", "C", "C", "C", "C", "C", "C", "H", "H", "H", "H", "H", "H"],
  "xyz": [[1.243, 1.841, -0.987], [1.966, 1.201, -1.502], [1.757, 2.409, -0.213], [0.262, 1.080, -0.321], [-0.512, 0.241, -1.056], [-0.414, 0.091, -2.432], [-1.312, -0.743, -3.086], [-2.309, -1.419, -2.364], [-2.411, -1.296, -0.992], [-1.500, -0.478, -0.341], [-1.603, -0.332, 1.054], [-0.584, -0.441, 1.950], [0.550, -0.739, 1.646], [-1.025, -0.155, 3.375], [-0.213, -0.441, 4.044], [-1.897, -0.769, 3.614], [-1.367, 1.329, 3.558], [-0.131, 2.218, 3.408], [0.753, 2.197, 4.657], [0.697, 1.223, 5.145], [2.223, 2.467, 4.335], [2.767, 1.406, 3.513], [3.078, 1.571, 2.183], [3.027, 2.626, 1.600], [3.464, 0.224, 1.627], [3.471, -0.713, 2.828], [2.954, 0.121, 3.975], [2.742, -0.230, 5.108], [2.805, -1.564, 2.686], [4.463, -1.093, 3.075], [4.414, 0.284, 1.099], [2.688, -0.066, 0.917], [2.340, 3.396, 3.772], [2.803, 2.518, 5.260], [0.408, 2.944, 5.373], [0.433, 1.873, 2.540], [-0.441, 3.245, 3.204], [-2.111, 1.622, 2.813], [-1.808, 1.479, 4.546], [-2.543, -0.289, 1.421], [-3.172, -1.823, -0.439], [-3.106, -2.168, -3.177], [-2.631, -1.986, -4.440], [-3.133, -2.555, -5.596], [-2.502, -2.236, -6.786], [-1.406, -1.378, -6.820], [-0.904, -0.811, -5.665], [-1.521, -1.116, -4.459], [-0.054, -0.147, -5.694], [-0.942, -1.155, -7.769], [-2.869, -2.662, -7.708], [-3.982, -3.218, -5.563], [0.329, 0.622, -3.003], [0.789, 2.530, -1.707]],
  "nbo_charge": [-0.27, 0.17, 0.24, -0.51, 0.36, -0.31, -0.03, 0.27, -0.25, 0.09, -0.62, 0.71, -0.63, -0.50, 0.23, 0.22, -0.38, -0.40, -0.41, 0.22, -0.22, -0.48, 0.72, -0.61, -0.51, -0.51, 0.72, -0.59, 0.26, 0.24, 0.23, 0.27, 0.23, 0.22, 0.21, 0.21, 0.21, 0.20, 0.21, 0.40, 0.23, -0.42, 0.29, -0.24, -0.20, -0.23, -0.19, -0.11, 0.21, 0.21, 0.22, 0.23, 0.23, 0.17]
}

=====

# 3
{
  "formula": "C23H24N2O5S2",
  "method": "ωB97M-V with the def2-TZVPD basis set",
  "e_above_lowest_ev": 2.220,
  "smiles": "COc1ccc([C@H]2N(S(=O)(=O)c3ccccc3)CCN2S(=O)(=O)c2ccc(C)cc2)cc1",
  "multiplicity": 1,
  "total_charge": 0,
  "species": ["C", "H", "O", "C", "C", "C", "C", "C", "C", "H", "H", "C", "N", "S", "O", "O", "C", "C", "C", "C", "C", "C", "H", "H", "C", "H", "H", "H", "H", "H", "C", "H", "H", "C", "N", "S", "O", "O", "C", "C", "C", "C", "C", "C", "H", "H", "H", "H", "H", "H", "H", "H", "H", "H", "H", "H"],
  "xyz": [[6.705, 0.780, -1.335], [7.743, 1.084, -1.211], [5.974, 1.538, -0.401], [4.623, 1.382, -0.350], [3.892, 0.491, -1.129], [2.517, 0.419, -0.986], [1.850, 1.216, -0.066], [2.580, 2.116, 0.699], [3.949, 2.199, 0.560], [4.527, 2.899, 1.143], [2.066, 2.771, 1.384], [0.352, 1.058, 0.059], [-0.277, 2.056, 0.879], [-1.653, 2.757, 0.198], [-1.209, 3.402, -1.000], [-2.235, 3.553, 1.240], [-2.768, 1.432, -0.231], [-2.751, 0.912, -1.510], [-3.605, -0.127, -1.827], [-4.474, -0.647, -0.875], [-4.493, -0.088, 0.399], [-3.641, 0.949, 0.726], [-3.653, 1.403, 1.705], [-5.173, -0.478, 1.142], [-5.357, -1.809, -1.203], [-4.849, -2.727, -0.908], [-5.561, -1.859, -2.269], [-6.298, -1.753, -0.660], [-3.584, -0.548, -2.821], [-2.083, 1.335, -2.243], [-0.421, 1.510, 2.211], [-1.296, 1.958, 2.678], [0.467, 1.759, 2.799], [-0.522, -0.011, 2.012], [0.044, -0.234, 0.694], [-0.639, -1.451, -0.212], [-0.456, -1.140, -1.599], [-1.967, -1.758, 0.247], [0.410, -2.844, 0.208], [-0.156, -4.104, 0.247], [0.641, -5.198, 0.542], [1.991, -5.019, 0.795], [2.547, -3.750, 0.757], [1.754, -2.653, 0.461], [2.163, -1.655, 0.429], [3.599, -3.613, 0.958], [2.613, -5.871, 1.025], [0.209, -6.187, 0.574], [-1.212, -4.203, 0.053], [-1.556, -0.369, 2.022], [0.056, -0.561, 2.761], [-0.083, 1.077, -0.946], [1.945, -0.258, -1.604], [4.377, -0.143, -1.855], [6.387, 0.991, -2.361], [6.618, -0.294, -1.140]],
  "nbo_charge": [-0.25, 0.20, -0.49, 0.30, -0.26, -0.21, -0.08, -0.18, -0.25, 0.23, 0.22, 0.09, -0.66, 2.33, -0.93, -0.94, -0.38, -0.19, -0.15, 0.02, -0.20, -0.19, 0.23, 0.21, -0.63, 0.23, 0.22, 0.22, 0.21, 0.24, -0.25, 0.25, 0.21, -0.25, -0.71, 2.32, -0.94, -0.95, -0.25, -0.20, -0.21, -0.19, -0.20, -0.22, 0.24, 0.22, 0.22, 0.22, 0.24, 0.23, 0.21, 0.26, 0.23, 0.21, 0.18, 0.17]
}

=====

# 4
{
  "formula": "C23H24N3PbS2Si",
  "method": "ωB97M-V with the def2-TZVPD basis set",
  "multiplicity": 1,
  "total_charge": 1,
  "species": ["Pb", "C", "Si", "C", "N", "C", "C", "C", "C", "C", "C", "C", "C", "C", "C", "C", "C", "C", "C", "C", "C", "C", "H", "H", "H", "H", "H", "H", "H", "H", "H", "H", "H", "H", "H", "H", "H", "H", "H", "H", "H", "H", "H", "H", "H", "H", "S", "C", "C", "N", "C", "S", "C", "N"],
  "xyz": [[-1.784, 1.529, 0.258], [-2.170, -0.559, -0.581], [-0.412, -1.201, -0.720], [0.612, 0.324, -1.304], [0.574, 1.503, -0.401], [1.416, 1.329, 0.831], [2.599, 2.296, 0.883], [3.301, 2.341, -0.474], [2.341, 2.840, -1.574], [0.885, 2.771, -1.111], [-0.452, -2.498, -2.063], [-0.543, -3.845, -1.697], [-0.654, -4.830, -2.668], [-0.682, -4.480, -4.011], [-0.586, -3.147, -4.387], [-0.475, -2.161, -3.419], [0.192, -1.846, 0.916], [-0.547, -1.676, 2.090], [-0.096, -2.194, 3.296], [1.101, -2.893, 3.343], [1.850, -3.070, 2.185], [1.397, -2.552, 0.982], [-2.831, -1.096, 0.102], [-2.676, -0.414, -1.536], [0.217, 0.630, -2.278], [1.648, 0.001, -1.463], [1.789, 0.307, 0.839], [0.802, 1.450, 1.730], [3.282, 1.941, 1.654], [2.273, 3.296, 1.176], [3.663, 1.338, -0.712], [4.174, 2.989, -0.416], [2.469, 2.252, -2.484], [2.552, 3.877, -1.835], [0.214, 2.866, -1.966], [0.671, 3.601, -0.434], [-0.526, -4.125, -0.649], [-0.716, -5.871, -2.378], [-0.778, -5.248, -4.769], [-0.597, -2.876, -5.436], [-0.409, -1.121, -3.726], [-1.494, -1.140, 2.069], [-0.684, -2.061, 4.196], [1.448, -3.307, 4.282], [2.782, -3.619, 2.221], [1.984, -2.707, 0.080], [-2.199, 1.616, 2.775], [-3.047, 3.112, 2.865], [-3.139, 3.655, 4.188], [-3.213, 4.048, 5.266], [-3.540, 3.838, 1.812], [-3.545, 3.386, 0.152], [-4.033, 5.162, 2.061], [-4.406, 6.235, 2.243]],
  "nbo_charge": [1.31, -1.15, 1.66, -0.69, -0.47, -0.24, -0.42, -0.41, -0.43, -0.23, -0.44, -0.22, -0.19, -0.18, -0.21, -0.21, -0.55, -0.21, -0.19, -0.18, -0.22, -0.13, 0.28, 0.27, 0.24, 0.25, 0.23, 0.22, 0.24, 0.21, 0.20, 0.24, 0.22, 0.24, 0.22, 0.21, 0.22, 0.23, 0.23, 0.23, 0.20, 0.20, 0.23, 0.23, 0.23, 0.21, -0.01, -0.26, 0.21, -0.19, -0.28, 0.06, 0.21, -0.20]
}

=====

Listing HOMO level for the structures above in their given order: -8.4, -8.0, -8.6, -11.9 eV.
Listing energy for the structures above in their given order: -2097.71010, -1376.64205, -2172.90433, -2333.55291 Eh.